Computed, not measured: C22H19AsCoN2O7S3 as an isolated structure in a non-equilibrium geometry, with ωB97M-V/def2-TZVPD.

Last column: natural (NBO) charge in e.
Positions of all 55 atoms, in Å:
1 Co -0.716 -0.142 -0.001  1.175
2 C 2.763 2.236 -0.392  -0.684
3 C 1.595 1.329 -0.639  0.372
4 N 0.810 0.935 0.307  -0.305
5 N 1.218 1.219 1.620  -0.362
6 C 0.671 0.412 2.457  -0.081
7 S -0.456 -0.837 2.047  -0.053
8 S 1.145 0.640 4.158  0.249
9 C 1.651 -1.064 4.574  -0.566
10 C 2.927 -1.487 3.898  0.059
11 C 2.909 -1.990 2.599  -0.244
12 C 4.093 -2.334 1.963  -0.192
13 C 5.308 -2.186 2.616  -0.228
14 C 5.334 -1.692 3.912  -0.215
15 C 4.150 -1.345 4.545  -0.243
16 C 1.402 0.787 -1.986  -0.248
17 C 1.913 1.456 -3.108  -0.153
18 C 1.803 0.913 -4.368  -0.282
19 C 1.182 -0.334 -4.522  -0.173
20 C 0.681 -1.021 -3.443  -0.283
21 C 0.782 -0.479 -2.148  0.470
22 O 0.303 -1.177 -1.143  -0.681
23 H 2.922 2.406 0.667  0.259
24 H 2.573 3.195 -0.880  0.230
25 H 3.655 1.809 -0.847  0.229
26 H 0.830 -1.736 4.335  0.242
27 H 1.774 -1.047 5.658  0.224
28 H 1.964 -2.107 2.083  0.242
29 H 4.061 -2.716 0.950  0.215
30 H 6.231 -2.455 2.117  0.205
31 H 6.278 -1.575 4.432  0.204
32 H 4.174 -0.949 5.555  0.202
33 H 2.383 2.423 -2.981  0.200
34 H 2.177 1.450 -5.229  0.201
35 H 1.067 -0.755 -5.514  0.202
36 H 0.138 -1.949 -3.551  0.241
37 O -4.295 -2.626 -0.946  -1.044
38 As -3.184 -1.366 -1.515  2.454
39 O -2.669 -1.675 -3.025  -1.125
40 O -2.142 -1.334 -0.169  -1.133
41 C -4.404 0.140 -1.326  -0.411
42 C -5.762 -0.118 -1.483  -0.184
43 C -6.701 0.881 -1.276  -0.208
44 C -6.298 2.151 -0.892  -0.218
45 C -4.950 2.426 -0.736  -0.203
46 C -4.013 1.424 -0.956  -0.244
47 S -2.308 1.859 -0.749  2.397
48 O -2.202 3.266 -0.994  -0.944
49 O -1.559 0.957 -1.654  -0.982
50 O -1.914 1.424 0.615  -0.962
51 H -3.812 -3.137 -0.284  0.496
52 H -6.086 -1.113 -1.758  0.233
53 H -7.754 0.664 -1.406  0.207
54 H -7.032 2.928 -0.722  0.208
55 H -4.607 3.415 -0.464  0.238

Atomic forces in eV per Å
-0.568 0.674 -0.760
-0.028 0.038 0.003
0.065 -0.227 -0.296
0.413 0.321 0.072
-0.263 -0.173 -0.008
0.145 0.043 -0.035
0.240 -0.198 0.021
-0.013 0.041 -0.054
0.011 -0.036 -0.070
-0.018 0.051 -0.030
0.035 -0.037 0.038
0.000 0.005 -0.004
0.009 0.000 0.004
0.005 -0.007 0.003
-0.008 0.029 0.017
-0.002 0.098 0.189
-0.047 -0.109 -0.009
0.014 -0.012 0.006
-0.009 0.005 -0.030
0.100 0.110 -0.035
-0.034 0.026 0.231
0.130 -0.278 0.236
-0.031 -0.024 -0.007
-0.007 0.008 0.002
0.019 0.006 0.018
-0.024 -0.010 -0.001
0.000 0.003 0.000
0.002 0.000 -0.014
-0.003 0.000 0.004
-0.001 0.002 0.001
0.000 0.000 -0.002
0.001 0.001 -0.002
0.002 0.007 -0.009
-0.003 -0.003 -0.002
0.006 0.010 -0.005
0.015 -0.012 0.005
-0.042 -0.165 -0.046
0.495 0.126 0.260
-0.110 0.019 0.122
-0.622 -0.206 -0.290
-0.020 0.000 0.104
0.014 0.005 -0.031
-0.049 -0.007 -0.001
0.003 0.019 0.010
-0.018 -0.013 -0.073
-0.095 0.028 -0.095
0.139 -0.259 0.238
0.017 0.004 -0.036
0.221 0.015 0.117
-0.094 0.009 0.232
-0.024 0.091 0.008
0.011 -0.010 0.010
0.003 -0.008 -0.003
0.009 0.007 -0.001
0.009 -0.006 0.003

As for the multiplicity: 1. The electronic energy is -171409.4653 eV. For the orbital gap (spin up / spin down), the calculation gives 7.5 / 7.5 eV. Its net charge is -1.

---

Computed, not measured: C22H19Br2Cl3N3O2S3SiW as an isolated structure in a non-equilibrium geometry, with ωB97M-V/def2-TZVPD.

Last column: natural (NBO) charge in e.
Positions of all 56 atoms, in Å:
1 W -0.961 0.323 0.703  0.708
2 Br 1.184 1.410 -3.934  0.151
3 C -0.567 1.598 -3.271  -0.115
4 C -1.592 1.780 -4.210  -0.237
5 C -2.879 1.795 -3.784  -0.042
6 Br -4.253 2.006 -5.049  0.141
7 C -3.169 1.680 -2.402  -0.120
8 C -4.494 1.652 -1.905  -0.066
9 C -4.746 1.489 -0.574  -0.244
10 C -3.677 1.385 0.318  0.139
11 N -2.419 1.538 -0.089  -0.521
12 C -2.127 1.585 -1.451  0.113
13 C -0.779 1.482 -1.924  0.295
14 O 0.267 1.187 -1.036  -0.875
15 H -1.344 1.882 -5.256  0.261
16 H -5.313 1.751 -2.602  0.250
17 H -5.758 1.421 -0.202  0.253
18 H -3.821 1.282 1.385  0.238
19 S 0.186 2.322 1.854  -0.164
20 C 1.392 3.046 0.863  0.131
21 N 2.688 2.781 1.135  -0.482
22 C 3.735 3.307 0.461  0.079
23 C 3.515 4.171 -0.571  -0.260
24 C 2.188 4.489 -0.895  -0.099
25 C 1.145 3.940 -0.189  -0.247
26 H 2.879 2.110 1.876  0.458
27 H 4.714 2.998 0.794  0.237
28 H 4.350 4.596 -1.108  0.252
29 H 1.983 5.177 -1.705  0.242
30 H 0.117 4.183 -0.417  0.247
31 C 3.319 -4.468 1.505  -0.594
32 C 3.170 -2.946 1.601  -0.210
33 C 4.351 -2.269 2.075  -0.149
34 C 4.556 -0.962 2.331  -0.074
35 N 3.533 -0.054 2.273  -0.498
36 C 2.357 -0.125 1.974  0.204
37 C 1.917 -2.660 1.175  -0.241
38 H 4.338 -4.774 1.742  0.212
39 H 3.073 -4.816 0.505  0.233
40 H 2.635 -4.957 2.197  0.245
41 H 5.199 -2.907 2.289  0.234
42 H 5.514 -0.608 2.682  0.225
43 H -0.228 -1.263 2.199  0.130
44 H -0.040 -1.897 0.304  0.298
45 C -1.459 0.725 4.162  -0.247
46 O -1.588 0.098 2.878  -0.653
47 C -1.366 -1.308 2.701  -0.238
48 S -0.845 -2.319 3.964  -0.306
49 S -2.346 -1.691 1.242  -0.100
50 H -0.491 0.495 4.605  0.215
51 H -2.262 0.369 4.805  0.216
52 H -1.553 1.793 3.984  0.193
53 Cl -0.208 -1.497 -2.279  -0.294
54 Si 1.069 -0.372 -1.163  1.484
55 Cl 2.996 -0.594 -1.633  -0.270
56 Cl 1.055 -1.121 0.903  0.262

Atomic forces in eV per Å
1.083 1.054 2.361
0.062 0.127 0.019
0.415 0.038 0.088
0.109 0.007 -0.079
-0.106 0.102 0.054
0.012 -0.034 -0.006
-0.273 0.216 0.385
-0.051 0.027 0.005
-0.154 -0.061 0.105
0.296 1.096 -0.252
-0.306 -1.303 -1.397
-0.265 0.368 -0.208
-0.160 0.513 -0.270
-0.772 0.096 -1.238
0.001 -0.037 -0.004
0.000 -0.038 -0.010
0.003 0.004 0.004
0.024 -0.208 0.001
-0.095 0.017 0.082
-0.095 0.037 -0.028
0.160 0.060 -0.077
-0.017 0.018 -0.002
-0.029 -0.007 0.004
0.030 0.001 0.011
0.045 -0.032 -0.031
-0.105 0.148 -0.017
0.014 0.011 -0.004
-0.004 0.004 -0.006
0.011 0.002 0.002
-0.005 0.000 0.014
-0.025 -0.195 0.026
-0.562 0.027 -0.290
0.295 0.893 0.223
1.039 -1.116 0.337
-2.969 -0.487 -1.257
4.421 2.670 3.252
1.160 -2.315 1.323
-0.002 0.008 -0.009
0.040 -0.030 -0.016
0.054 0.005 0.036
0.038 -0.002 -0.164
-0.073 0.101 0.012
-2.500 0.257 1.431
0.852 0.505 0.442
0.164 -0.115 0.076
-1.045 0.982 -0.220
3.355 -0.451 -0.964
-0.723 -0.707 1.013
0.379 0.191 -0.901
-0.040 -0.016 0.011
0.087 -0.002 0.020
-0.049 0.034 -0.001
0.560 -0.387 -0.542
-2.880 0.585 -0.056
0.269 0.344 0.004
-1.674 -3.006 -3.294

The expectation value of S² is 2.224. As for the multiplicity: 3. The electronic energy is -251529.6645 eV. For the orbital gap (spin up / spin down), the calculation gives 4.5 / 4.3 eV. Its net charge is +1.

---

Computed, not measured: C22H19BrF3N2O4RuSe as an isolated structure in a non-equilibrium geometry, with ωB97M-V/def2-TZVPD.

Last column: natural (NBO) charge in e.
Positions of all 53 atoms, in Å:
1 Ru 0.248 0.233 -0.226  0.810
2 Br 0.617 -1.524 -2.185  0.292
3 C 0.067 -0.359 -3.538  -0.085
4 C 0.188 -0.701 -4.845  -0.237
5 C -0.266 0.219 -5.823  -0.206
6 C -0.796 1.417 -5.439  -0.169
7 C -0.913 1.762 -4.066  -0.073
8 C -1.459 3.010 -3.657  -0.171
9 C -1.603 3.298 -2.336  -0.201
10 C -1.203 2.351 -1.354  -0.212
11 C -0.616 1.168 -1.697  -0.141
12 C -0.477 0.847 -3.081  -0.046
13 H 0.619 -1.653 -5.133  0.227
14 H -0.191 -0.040 -6.872  0.220
15 H -1.141 2.129 -6.181  0.215
16 H -1.763 3.722 -4.417  0.214
17 H -2.014 4.249 -2.022  0.224
18 H -1.372 2.583 -0.310  0.229
19 O 1.499 -1.841 0.620  -0.758
20 C 0.396 -2.214 1.088  0.764
21 O -0.731 -1.755 0.771  -0.709
22 C 0.546 -3.201 2.238  -0.149
23 N 1.489 -2.513 3.193  -0.537
24 C 2.048 -3.590 4.055  -0.222
25 C 2.259 -4.759 3.085  -0.421
26 C 1.281 -4.501 1.901  -0.418
27 H -0.404 -3.355 2.741  0.236
28 H 0.970 -1.733 3.667  0.487
29 H 2.199 -2.089 2.586  0.451
30 H 1.297 -3.826 4.804  0.215
31 H 2.949 -3.246 4.554  0.227
32 H 2.059 -5.703 3.585  0.228
33 H 3.287 -4.784 2.729  0.222
34 H 0.580 -5.320 1.761  0.232
35 H 1.835 -4.361 0.976  0.239
36 Se 2.577 0.919 -0.307  0.065
37 C 2.070 2.766 -0.466  -0.150
38 C 1.311 3.375 0.524  -0.306
39 C 0.898 4.687 0.340  0.032
40 N 1.192 5.422 -0.737  -0.428
41 C 1.953 4.828 -1.667  0.037
42 C 2.415 3.524 -1.576  -0.292
43 H 1.068 2.845 1.435  0.243
44 H 0.292 5.174 1.099  0.192
45 H 2.199 5.430 -2.536  0.191
46 H 3.021 3.099 -2.366  0.226
47 F -1.991 1.850 3.290  -0.320
48 C -1.861 0.680 2.641  0.884
49 F -2.793 -0.157 3.081  -0.303
50 F -2.112 0.920 1.339  -0.327
51 C -0.436 0.141 2.866  0.718
52 O -0.295 -0.591 3.854  -0.700
53 O 0.457 0.514 2.051  -0.739

Atomic forces in eV per Å
0.960 -1.989 0.178
0.293 0.275 0.925
-0.042 0.037 -0.162
-0.092 0.143 -0.461
0.107 -0.230 0.156
-0.033 0.111 0.142
-0.073 0.138 -0.202
0.047 -0.102 -0.177
0.028 -0.090 0.312
-0.457 0.523 -0.218
-0.065 0.408 0.150
-0.188 0.314 -0.225
-0.032 0.066 -0.005
0.021 0.015 0.035
0.019 -0.043 0.035
0.020 -0.049 0.037
-0.001 -0.046 -0.002
0.089 0.055 0.007
-0.220 -0.372 0.213
0.081 0.436 -0.330
0.454 -0.142 0.031
-0.054 -0.042 0.166
-0.179 -0.362 0.004
-0.080 0.036 -0.177
-0.166 0.079 -0.097
0.048 -0.012 0.190
-0.010 0.011 0.167
-0.082 0.167 0.083
0.048 0.081 -0.039
-0.047 0.049 0.039
0.022 0.041 -0.020
0.023 -0.028 -0.003
0.024 0.007 0.001
-0.016 0.021 0.007
0.039 -0.013 -0.029
-0.409 0.204 -0.481
0.209 0.009 0.217
0.104 0.232 0.133
0.037 0.063 -0.174
0.160 -0.364 -0.089
-0.199 0.206 0.236
-0.016 -0.043 -0.145
-0.085 -0.041 -0.006
0.027 0.008 -0.010
-0.006 -0.010 0.041
-0.063 0.019 -0.003
-0.112 0.010 0.013
-0.056 0.080 -0.052
-0.069 0.061 0.044
-0.027 0.018 -0.016
0.471 -0.189 -0.120
0.174 0.023 -0.109
-0.623 0.222 -0.209

The expectation value of S² is 0.779. As for the multiplicity: 2. The electronic energy is -180415.6738 eV. For the orbital gap (spin up / spin down), the calculation gives 6.9 / 6.8 eV.